# 1
{"formula": "C6H10O", "method": "wB97M-V/def2-TZVPD", "de_lowest_kcal_mol": 35.4, "charge": 0, "smiles": "C=C(C)/C=C/CO", "e_lumo_ev": 0.7, "homo_lumo_gap_ev": 9.31, "elements": ["C", "C", "C", "C", "O", "C", "C", "H", "H", "H", "H", "H", "H", "H", "H", "H", "H"], "coordinates": [[0.955, -1.386, -1.951], [0.889, -0.355, -0.862], [2.009, 0.344, -0.577], [-1.900, 0.777, 1.592], [-1.715, 0.995, 2.985], [-0.623, 0.578, 0.832], [-0.491, -0.037, -0.338], [1.467, -2.292, -1.638], [-0.045, -1.568, -2.331], [1.570, -0.996, -2.766], [2.858, 0.120, -1.201], [1.995, 1.138, 0.155], [-2.404, 1.700, 1.271], [-2.602, -0.036, 1.383], [-1.042, 0.376, 3.261], [0.282, 0.977, 1.281], [-1.204, -0.335, -1.096]], "forces_ev_per_angstrom": [[0.3, 0.4, -0.3], [0.5, 1.4, -0.1], [-1.6, -0.8, -0.3], [-0.6, 1.2, -0.4], [0.1, -0.2, -0.3], [-0.8, -0.3, -0.1], [2.2, -0.2, -0.3], [-0.4, -0.3, 0.2], [0.0, -0.5, -0.1], [-0.2, 0.0, -0.1], [0.5, 0.2, 0.4], [0.4, 0.1, -0.1], [0.1, -0.2, -0.2], [0.1, -0.1, 0.2], [0.2, -0.3, 0.4], [0.0, -0.3, 0.3], [-0.9, -0.1, 0.8]], "mulliken_charge": [-1.273, 0.980, -1.085, -0.381, -0.507, -0.415, -0.218, 0.276, 0.345, 0.345, 0.306, 0.273, 0.248, 0.282, 0.298, 0.231, 0.294]}


# 2
{"formula": "C51H78MnN3O3", "method": "wB97M-V/def2-TZVPD", "multiplicity": 2, "charge": -1, "s_squared": 0.8219, "e_lumo_ev": [2.3, 2.3], "homo_lumo_gap_ev": [6.18, 5.70], "elements": ["Mn", "C", "C", "C", "C", "C", "C", "C", "C", "N", "C", "C", "N", "C", "C", "N", "C", "C", "C", "C", "C", "C", "C", "C", "C", "O", "C", "C", "C", "C", "C", "C", "C", "C", "C", "C", "C", "C", "C", "C", "C", "O", "C", "C", "C", "C", "C", "C", "C", "C", "C", "O", "C", "C", "C", "C", "C", "C", "H", "H", "H", "H", "H", "H", "H", "H", "H", "H", "H", "H", "H", "H", "H", "H", "H", "H", "H", "H", "H", "H", "H", "H", "H", "H", "H", "H", "H", "H", "H", "H", "H", "H", "H", "H", "H", "H", "H", "H", "H", "H", "H", "H", "H", "H", "H", "H", "H", "H", "H", "H", "H", "H", "H", "H", "H", "H", "H", "H", "H", "H", "H", "H", "H", "H", "H", "H", "H", "H", "H", "H", "H", "H", "H", "H", "H", "H"], "coordinates": [[0.203, -0.062, -0.029], [-3.575, -4.372, -4.539], [-3.409, -3.016, -5.236], [-2.863, -3.267, -6.641], [-4.787, -2.353, -5.375], [-2.485, -2.129, -4.405], [-2.849, -1.750, -3.118], [-2.020, -1.001, -2.301], [-2.534, -0.820, -0.891], [-1.972, 0.262, -0.066], [-2.482, 0.100, 1.310], [-1.474, -0.602, 2.213], [-0.105, -0.113, 2.029], [0.131, 1.229, 2.560], [-0.422, 2.323, 1.664], [0.052, 2.116, 0.290], [-0.930, 2.478, -0.724], [-2.194, 1.594, -0.655], [1.348, 2.825, 0.105], [2.404, 2.185, -0.755], [3.057, 2.944, -1.718], [4.180, 2.460, -2.377], [4.611, 1.177, -2.032], [3.983, 0.373, -1.093], [2.831, 0.879, -0.438], [2.175, 0.215, 0.483], [4.498, -1.019, -0.741], [3.445, -2.066, -1.103], [5.779, -1.379, -1.498], [4.807, -1.089, 0.761], [4.967, 3.272, -3.406], [6.410, 3.454, -2.913], [4.365, 4.659, -3.629], [4.991, 2.548, -4.756], [0.861, -1.047, 2.646], [1.001, -2.428, 2.045], [1.757, -3.314, 2.816], [2.058, -4.591, 2.391], [1.529, -4.987, 1.159], [0.767, -4.162, 0.354], [0.526, -2.816, 0.778], [-0.156, -1.990, 0.014], [0.176, -4.670, -0.961], [0.699, -3.853, -2.142], [-1.354, -4.580, -0.902], [0.526, -6.137, -1.233], [2.921, -5.566, 3.188], [4.147, -5.963, 2.357], [2.111, -6.826, 3.524], [3.416, -4.959, 4.501], [-0.739, -0.564, -2.755], [0.022, 0.159, -1.978], [-0.382, -0.896, -4.088], [-1.252, -1.678, -4.847], [0.940, -0.512, -4.766], [0.660, 0.147, -6.128], [1.809, 0.464, -3.979], [1.771, -1.782, -5.005], [-4.243, -5.022, -5.112], [-3.991, -4.256, -3.538], [-2.610, -4.871, -4.437], [-3.567, -3.886, -7.203], [-1.907, -3.792, -6.615], [-2.721, -2.336, -7.192], [-5.456, -2.977, -5.973], [-4.695, -1.380, -5.861], [-5.254, -2.196, -4.404], [-3.805, -2.065, -2.708], [-2.330, -1.736, -0.337], [-3.633, -0.700, -0.933], [-3.403, -0.500, 1.301], [-2.779, 1.068, 1.710], [-1.459, -1.662, 1.962], [-1.781, -0.511, 3.268], [1.214, 1.355, 2.583], [-0.245, 1.330, 3.592], [-0.075, 3.292, 2.056], [-1.505, 2.392, 1.673], [-0.445, 2.320, -1.685], [-1.216, 3.543, -0.647], [-2.542, 1.460, -1.681], [-3.007, 2.099, -0.115], [1.760, 2.940, 1.111], [1.152, 3.843, -0.267], [2.678, 3.941, -1.914], [5.487, 0.790, -2.535], [3.284, -2.087, -2.182], [2.492, -1.865, -0.614], [3.777, -3.061, -0.788], [5.618, -1.404, -2.577], [6.102, -2.375, -1.188], [6.597, -0.685, -1.289], [3.909, -0.904, 1.344], [5.564, -0.348, 1.032], [5.197, -2.080, 1.012], [6.425, 3.959, -1.946], [6.987, 4.051, -3.625], [6.912, 2.494, -2.793], [4.342, 5.244, -2.709], [3.346, 4.595, -4.015], [4.966, 5.206, -4.359], [5.431, 1.554, -4.670], [5.579, 3.117, -5.482], [3.981, 2.430, -5.149], [0.609, -1.153, 3.717], [1.830, -0.552, 2.584], [2.122, -2.953, 3.771], [1.734, -5.994, 0.821], [0.489, -2.794, -2.019], [0.226, -4.194, -3.068], [1.778, -3.987, -2.242], [-1.675, -3.556, -0.752], [-1.740, -5.199, -0.087], [-1.784, -4.941, -1.840], [1.602, -6.292, -1.326], [0.067, -6.437, -2.178], [0.150, -6.805, -0.455], [3.858, -6.450, 1.426], [4.783, -6.653, 2.918], [4.737, -5.082, 2.098], [1.760, -7.325, 2.621], [1.236, -6.569, 4.122], [2.720, -7.538, 4.088], [4.017, -4.065, 4.329], [4.039, -5.685, 5.028], [2.589, -4.688, 5.158], [-0.935, -1.952, -5.843], [0.055, 1.047, -6.001], [0.139, -0.511, -6.823], [1.606, 0.437, -6.594], [1.295, 1.401, -3.768], [2.695, 0.678, -4.581], [2.131, 0.062, -3.023], [1.250, -2.492, -5.650], [1.986, -2.285, -4.065], [2.722, -1.523, -5.479]], "forces_ev_per_angstrom": [[-0.8, 0.9, 0.9], [0.0, 0.0, 0.0], [0.0, 0.1, 0.0], [0.0, 0.0, 0.0], [0.0, 0.0, 0.0], [-0.1, -0.1, 0.0], [0.1, 0.0, 0.0], [0.0, -0.1, -0.1], [-0.1, 0.0, 0.0], [0.3, -0.2, -0.2], [-0.2, 0.0, 0.0], [0.0, 0.0, 0.1], [0.2, -0.4, 0.2], [0.0, 0.0, 0.2], [0.1, 0.3, 0.0], [0.3, -0.1, -0.2], [-0.1, 0.2, 0.0], [-0.2, 0.1, -0.1], [0.0, 0.0, 0.0], [0.0, 0.1, -0.2], [0.0, -0.1, 0.1], [-0.1, 0.1, 0.0], [0.0, 0.0, 0.0], [0.0, 0.1, 0.0], [-0.2, 0.2, 0.2], [0.0, -0.4, -0.3], [0.1, 0.0, 0.0], [-0.1, -0.1, 0.1], [0.0, 0.0, 0.0], [0.1, -0.1, 0.0], [0.0, 0.0, 0.1], [0.0, 0.0, 0.0], [0.0, 0.0, 0.0], [0.0, 0.0, -0.1], [-0.1, 0.1, 0.1], [0.1, -0.1, 0.1], [-0.1, 0.0, -0.1], [0.0, 0.0, 0.0], [0.0, 0.0, 0.0], [0.0, 0.0, 0.1], [-0.3, 0.2, -0.1], [0.5, -0.6, -0.1], [0.0, -0.1, 0.0], [0.0, 0.0, -0.1], [0.0, -0.1, 0.0], [0.0, 0.0, 0.0], [0.0, 0.0, 0.0], [0.0, 0.0, 0.0], [0.0, 0.0, 0.0], [0.0, 0.0, 0.0], [-0.2, 0.3, 0.3], [0.3, -0.3, -0.5], [-0.1, -0.1, -0.1], [0.0, 0.0, 0.1], [0.0, 0.0, 0.0], [0.0, 0.0, 0.0], [0.1, 0.0, 0.0], [0.0, 0.0, 0.0], [0.0, 0.0, 0.0], [0.0, 0.0, 0.0], [0.0, 0.0, 0.0], [0.0, 0.0, 0.0], [0.0, 0.0, 0.0], [0.0, 0.0, 0.0], [0.0, 0.0, 0.0], [0.0, 0.0, 0.0], [0.0, 0.0, 0.0], [0.0, 0.0, 0.0], [0.0, 0.0, 0.0], [0.1, 0.0, 0.0], [0.1, 0.0, 0.0], [0.1, 0.0, 0.0], [0.0, 0.0, 0.0], [0.0, 0.0, -0.1], [0.0, 0.0, 0.0], [0.0, 0.0, -0.1], [0.0, 0.0, -0.1], [0.0, -0.1, 0.0], [0.0, 0.0, 0.0], [0.0, -0.1, 0.0], [0.0, 0.0, 0.0], [0.1, 0.0, 0.0], [0.1, -0.1, 0.0], [-0.1, -0.1, 0.0], [0.0, 0.0, 0.0], [0.0, 0.0, 0.0], [0.0, 0.0, 0.0], [0.1, 0.0, 0.0], [0.0, 0.0, 0.0], [0.0, 0.0, 0.0], [0.0, 0.0, 0.0], [0.0, 0.0, 0.0], [0.0, 0.0, 0.0], [0.0, 0.0, 0.0], [0.0, 0.0, 0.0], [0.0, 0.0, 0.0], [0.0, 0.0, 0.0], [0.0, 0.0, 0.0], [0.0, 0.0, 0.0], [0.0, 0.0, 0.0], [0.0, 0.0, 0.0], [0.0, 0.0, 0.0], [0.0, 0.0, 0.0], [0.0, 0.0, 0.0], [0.0, 0.0, 0.0], [0.0, 0.0, 0.0], [0.0, 0.0, 0.0], [0.0, 0.0, 0.0], [0.0, 0.0, 0.0], [0.0, 0.0, 0.0], [0.0, 0.0, 0.0], [0.0, 0.1, 0.0], [0.0, 0.0, 0.0], [0.0, 0.0, 0.0], [0.0, 0.0, 0.0], [0.0, 0.0, 0.0], [0.0, 0.0, 0.0], [0.0, 0.0, 0.0], [0.0, 0.0, 0.0], [0.0, 0.0, 0.0], [0.0, 0.0, 0.0], [0.0, 0.0, 0.0], [0.0, 0.0, 0.0], [0.0, 0.0, 0.0], [0.0, 0.0, 0.0], [-0.1, 0.0, 0.0], [0.0, 0.0, 0.0], [0.0, 0.0, 0.0], [0.0, 0.0, 0.0], [0.0, 0.0, 0.0], [0.0, 0.0, 0.0], [0.0, 0.0, 0.0], [0.0, 0.0, 0.0], [0.0, 0.0, 0.0], [0.0, 0.0, 0.1], [0.0, 0.0, 0.0]], "mulliken_charge": [1.138, -1.619, 2.211, -2.161, -1.841, -0.191, -1.063, 0.435, -2.184, 0.842, -1.236, -1.070, 1.170, -0.987, -1.569, 1.132, -1.068, -1.149, -1.962, 0.725, -0.544, -0.101, -0.534, -0.208, 0.058, -0.485, 2.922, -1.978, -2.679, -1.373, 2.258, -1.730, -2.187, -1.685, -2.281, 0.245, -0.568, -0.147, -0.756, -0.425, -0.303, 0.947, 2.476, -1.317, -1.415, -2.678, 2.135, -1.523, -1.697, -2.171, -0.848, 1.035, 0.529, -0.368, 3.338, -2.263, -2.084, -1.791, 0.475, 0.326, 0.283, 0.448, 0.363, 0.389, 0.472, 0.368, 0.301, 0.398, 0.585, 0.631, 0.654, 0.483, 0.273, 0.528, 0.395, 0.472, 0.641, 0.482, 0.419, 0.413, 0.392, 0.573, 0.571, 0.128, 0.425, 0.525, 0.105, -0.133, 0.885, 0.408, 0.426, 0.475, -0.073, 0.345, 0.399, 0.366, 0.462, 0.286, 0.359, 0.387, 0.441, 0.281, 0.507, 0.297, 0.787, 0.425, 0.552, 0.540, -0.455, 0.719, 0.370, -0.024, 0.326, 0.399, 0.423, 0.442, 0.446, 0.283, 0.460, 0.209, 0.283, 0.326, 0.480, 0.373, 0.445, 0.366, 0.269, 0.449, 0.351, 0.479, 0.428, 0.572, -0.672, 0.359, 0.096, 0.501]}


# 3
{"formula": "C47H34O11S", "method": "wB97M-V/def2-TZVPD", "de_lowest_kcal_mol": 0.0, "charge": 0, "smiles": "O=C1c2ccccc2C(=O)c2ccccc21.O=C1c2ccccc2C(=O)c2ccccc21.O=C1c2ccccc2C(=O)c2ccccc21.O=S1(=O)OCCC[C@H]1COO", "e_lumo_ev": -1.3, "homo_lumo_gap_ev": 8.41, "elements": ["O", "S", "O", "O", "C", "C", "C", "C", "C", "O", "O", "H", "H", "H", "H", "H", "H", "H", "H", "H", "H", "C", "C", "C", "C", "C", "C", "C", "O", "C", "C", "C", "C", "C", "C", "C", "O", "H", "H", "H", "H", "H", "H", "H", "H", "C", "C", "C", "C", "C", "C", "C", "O", "C", "C", "C", "C", "C", "C", "C", "O", "H", "H", "H", "H", "H", "H", "H", "H", "C", "C", "C", "C", "C", "C", "C", "O", "C", "C", "C", "C", "C", "C", "C", "O", "H", "H", "H", "H", "H", "H", "H", "H"], "coordinates": [[-3.000, -9.598, 5.755], [-3.505, -8.660, 4.805], [-4.385, -9.078, 3.757], [-2.225, -7.983, 4.157], [-2.313, -6.571, 3.878], [-2.272, -5.794, 5.183], [-3.208, -6.370, 6.268], [-4.280, -7.311, 5.714], [-5.350, -6.579, 4.910], [-6.169, -5.974, 5.906], [-7.032, -5.045, 5.255], [-3.196, -6.385, 3.264], [-1.452, -6.330, 3.259], [-2.477, -4.742, 4.973], [-1.250, -5.841, 5.561], [-2.619, -6.911, 7.009], [-3.730, -5.573, 6.798], [-4.767, -7.850, 6.531], [-5.933, -7.261, 4.292], [-4.920, -5.800, 4.276], [-6.535, -4.218, 5.343], [-4.102, 0.001, 0.932], [-4.521, -1.292, 1.226], [-3.605, -2.329, 1.260], [-2.264, -2.080, 0.992], [-1.846, -0.785, 0.685], [-2.768, 0.255, 0.661], [-0.420, -0.490, 0.363], [-0.063, 0.641, 0.112], [0.536, -1.635, 0.351], [1.860, -1.401, 0.005], [2.769, -2.445, -0.006], [2.359, -3.730, 0.334], [1.040, -3.970, 0.678], [0.123, -2.926, 0.685], [-1.294, -3.211, 1.043], [-1.650, -4.326, 1.367], [-4.820, 0.811, 0.908], [-5.567, -1.489, 1.426], [-3.915, -3.341, 1.485], [-2.425, 1.253, 0.423], [2.162, -0.398, -0.253], [3.800, -2.259, -0.279], [3.071, -4.545, 0.327], [0.704, -4.964, 0.941], [-1.030, 5.209, -2.093], [-0.332, 4.202, -1.434], [0.116, 3.095, -2.135], [-0.140, 2.990, -3.497], [-0.844, 3.997, -4.158], [-1.287, 5.108, -3.451], [-1.133, 3.901, -5.618], [-1.736, 4.776, -6.201], [-0.648, 2.687, -6.341], [-0.926, 2.557, -7.696], [-0.477, 1.446, -8.391], [0.255, 0.461, -7.737], [0.533, 0.584, -6.387], [0.081, 1.694, -5.683], [0.374, 1.797, -4.226], [1.022, 0.954, -3.642], [-1.375, 6.076, -1.544], [-0.135, 4.278, -0.372], [0.654, 2.303, -1.635], [-1.828, 5.882, -3.977], [-1.493, 3.334, -8.189], [-0.697, 1.346, -9.446], [0.607, -0.404, -8.284], [1.098, -0.174, -5.861], [4.583, 2.145, -2.775], [3.605, 1.679, -1.901], [3.277, 2.413, -0.773], [3.930, 3.611, -0.509], [4.924, 4.067, -1.376], [5.245, 3.331, -2.510], [5.659, 5.337, -1.108], [6.515, 5.741, -1.865], [5.303, 6.094, 0.128], [5.996, 7.261, 0.424], [5.677, 7.985, 1.560], [4.660, 7.550, 2.403], [3.966, 6.387, 2.114], [4.287, 5.653, 0.978], [3.536, 4.395, 0.696], [2.636, 4.026, 1.420], [4.822, 1.580, -3.666], [3.081, 0.759, -2.124], [2.501, 2.083, -0.093], [6.010, 3.706, -3.177], [6.781, 7.586, -0.245], [6.220, 8.892, 1.791], [4.410, 8.120, 3.289], [3.174, 6.033, 2.758]], "forces_ev_per_angstrom": [[0.0, -0.1, -0.1], [-0.1, 0.0, 0.0], [0.0, 0.0, 0.0], [0.1, 0.0, 0.2], [0.0, 0.1, -0.2], [0.1, 0.0, 0.1], [0.0, 0.0, 0.0], [0.2, 0.0, -0.2], [-0.1, -0.1, 0.0], [0.1, 0.1, 0.1], [0.0, 0.0, -0.1], [0.0, 0.0, 0.1], [0.0, -0.1, 0.0], [-0.1, 0.0, 0.0], [0.0, 0.1, 0.0], [0.0, 0.0, 0.0], [0.1, 0.0, 0.0], [0.0, 0.0, 0.0], [0.0, 0.0, 0.0], [0.0, 0.0, 0.0], [-0.1, 0.0, 0.1], [0.0, 0.0, 0.0], [0.0, 0.0, 0.0], [-0.1, 0.0, 0.0], [0.0, 0.0, 0.0], [0.0, 0.0, 0.0], [-0.1, 0.0, 0.0], [0.0, 0.0, 0.0], [0.1, 0.0, 0.0], [0.0, 0.0, 0.0], [0.0, 0.0, 0.0], [0.0, 0.0, 0.0], [0.0, 0.0, 0.0], [0.0, 0.0, 0.0], [0.0, 0.0, 0.0], [0.0, 0.0, 0.0], [0.0, -0.1, 0.1], [0.0, 0.0, 0.0], [0.0, 0.0, 0.0], [0.0, 0.0, 0.0], [0.0, 0.0, 0.0], [0.0, 0.1, 0.0], [0.0, 0.0, 0.0], [0.0, 0.0, 0.0], [0.0, 0.0, 0.0], [0.0, 0.0, 0.0], [0.0, 0.0, 0.0], [0.0, 0.0, 0.1], [0.0, 0.0, 0.0], [0.0, 0.0, 0.0], [0.0, 0.0, 0.0], [0.0, 0.0, 0.0], [0.0, 0.0, 0.0], [0.0, 0.0, 0.0], [0.0, 0.0, -0.1], [0.0, 0.0, 0.0], [0.0, 0.0, 0.0], [0.0, 0.0, 0.0], [0.0, 0.0, 0.0], [0.0, 0.2, 0.1], [0.0, -0.2, -0.1], [0.0, 0.0, 0.0], [0.0, 0.0, 0.0], [-0.1, 0.0, 0.0], [0.0, 0.0, 0.0], [0.0, 0.0, 0.0], [0.0, 0.0, 0.0], [0.0, 0.0, 0.0], [0.0, 0.0, 0.0], [0.0, 0.0, 0.0], [0.0, 0.0, 0.0], [0.0, 0.0, 0.0], [0.0, 0.0, 0.0], [0.0, 0.0, 0.0], [0.0, 0.0, -0.1], [0.0, 0.0, 0.0], [0.0, 0.0, 0.0], [0.0, 0.0, 0.0], [0.0, 0.1, 0.0], [0.0, 0.0, 0.0], [0.0, 0.0, 0.0], [0.0, 0.0, 0.0], [0.0, 0.0, 0.0], [0.0, 0.0, 0.0], [0.0, 0.0, 0.0], [0.0, 0.0, 0.0], [0.0, 0.0, 0.0], [0.0, 0.0, 0.0], [0.0, 0.0, 0.0], [0.0, 0.0, 0.0], [0.0, 0.0, 0.0], [0.0, 0.0, 0.0], [0.0, 0.0, 0.0]], "mulliken_charge": [-0.634, 1.245, -0.656, -0.392, -0.425, -0.471, -1.030, -0.049, -0.466, -0.246, -0.395, 0.291, 0.292, 0.323, 0.377, 0.349, 0.391, 0.573, 0.438, 0.145, 0.330, -0.618, -0.558, -0.626, 0.406, 0.128, -0.585, 0.454, -0.607, 0.134, -0.412, -0.666, -0.627, -0.700, 0.575, 0.461, -0.706, 0.409, 0.427, 0.549, 0.602, 0.592, 0.458, 0.399, 0.501, -0.712, -0.857, -0.128, 0.102, 0.453, -0.666, 0.526, -0.671, 0.114, -0.573, -0.489, -0.533, -0.437, 0.127, 0.576, -0.678, 0.398, 0.600, 0.580, 0.501, 0.480, 0.398, 0.413, 0.484, -0.882, -0.202, -0.017, -0.067, 0.172, -0.599, 0.529, -0.668, 0.118, -0.508, -0.498, -0.521, -0.477, 0.109, 0.495, -0.685, 0.434, 0.333, 0.685, 0.495, 0.477, 0.402, 0.399, 0.485]}